Entry 1:
C25H24Cl3NO6PTi | the ωB97M-V functional and the def2-TZVPD basis

## Properties
Total charge: +1
Spin multiplicity: 1
E_LUMO, eV: -4.47
Orbital gap, hartree: 0.2603
Highest occupied orbital energy, eV: -11.553
F_max, eV/Å: 3.04

```
61
Properties=species:S:1:pos:R:3:mulliken_charge:R:1
Ti 3.182 6.399 14.809 0.607
O 3.728 6.041 12.630 0.028
C 2.707 5.211 11.935 -0.638
C 1.403 5.599 12.549 -0.759
N 1.398 5.483 14.029 0.337
C 1.389 4.064 14.482 -0.376
C 2.817 3.567 14.746 0.530
O 3.171 2.397 14.644 -0.629
O 3.674 4.550 15.074 -0.407
C 0.360 6.357 14.569 -0.344
C 0.856 7.784 14.550 0.478
O 0.109 8.725 14.752 -0.617
O 2.169 7.936 14.147 -0.330
H 4.607 5.950 12.222 0.211
H 2.636 5.498 10.876 0.498
H 2.920 4.131 12.037 0.387
H 1.245 6.653 12.324 0.340
H 0.555 5.024 12.153 0.473
H 0.800 3.950 15.418 0.405
H 0.841 3.408 13.777 0.293
H -0.536 6.242 13.938 0.535
H 0.089 6.079 15.627 0.060
Cl 4.368 4.921 22.036 -0.172
C 3.944 5.497 20.432 0.047
C 4.888 5.780 19.416 -0.601
C 4.489 6.181 18.114 1.086
Cl 5.720 6.522 16.932 -0.238
C 3.169 6.308 17.749 -1.081
O 2.756 6.625 16.498 0.243
C 2.228 6.054 18.755 0.669
Cl 0.589 6.185 18.362 -0.203
C 2.594 5.638 20.061 -0.732
H 5.923 5.673 19.637 0.511
H 1.798 5.433 20.761 0.462
C 6.920 8.281 13.451 -1.791
P 5.233 8.728 14.089 1.200
C 5.614 9.880 15.366 -0.035
C 4.583 10.269 16.248 -0.180
C 4.877 10.840 17.471 -0.748
C 6.176 11.139 17.861 -0.646
C 7.207 10.861 16.942 -0.705
C 6.926 10.266 15.711 -0.350
C 4.638 9.757 12.727 0.741
C 4.667 9.175 11.460 -0.614
C 3.867 9.653 10.450 -0.650
C 2.920 10.631 10.698 -0.635
C 2.977 11.299 11.913 -0.545
C 3.826 10.886 12.943 -0.446
H 7.461 9.124 13.085 0.502
H 6.870 7.488 12.738 0.481
H 7.495 7.893 14.303 0.475
H 3.538 10.071 15.979 0.358
H 4.050 11.058 18.134 0.428
H 6.394 11.614 18.806 0.447
H 8.238 11.111 17.172 0.416
H 7.741 10.149 14.990 0.334
H 5.398 8.384 11.256 0.292
H 3.945 9.207 9.456 0.397
H 2.257 10.965 9.909 0.455
H 2.264 12.137 12.059 0.346
H 3.853 11.432 13.893 0.402
```

=====

Entry 2:
C5H10O | the ωB97M-V functional and the def2-TZVPD basis

## Properties
Spin multiplicity: 1
SMILES string: C[C@H]1CCOC1
E_LUMO, eV: 1.13
Orbital gap, hartree: 0.3948
Highest occupied orbital energy, eV: -9.612
F_max, eV/Å: 0.96

```
16
Properties=species:S:1:pos:R:3:mulliken_charge:R:1
C -1.088 1.483 -0.487 -1.527
C -0.400 0.327 0.228 0.497
C -0.206 -0.890 -0.653 -0.735
C 0.758 -1.719 0.170 -0.466
O 1.671 -0.703 0.750 -0.403
C 1.009 0.575 0.792 -0.550
H -2.145 1.296 -0.732 0.372
H -1.056 2.370 0.147 0.379
H -0.577 1.706 -1.431 0.349
H -1.027 -0.025 1.063 0.219
H -1.227 -1.246 -0.764 0.383
H 0.226 -0.661 -1.639 0.337
H 1.283 -2.492 -0.427 0.303
H 0.252 -2.245 0.993 0.254
H 0.947 0.976 1.821 0.275
H 1.544 1.327 0.183 0.311
```

=====

Entry 3:
C54H53AuClN6OP2S3 | the ωB97M-V functional and the def2-TZVPD basis

## Properties
Total charge: +1
Spin multiplicity: 1
E_LUMO, eV: -4.33
Orbital gap, hartree: 0.2070
Highest occupied orbital energy, eV: -9.968
F_max, eV/Å: 1.27

```
121
Properties=species:S:1:pos:R:3:mulliken_charge:R:1
Au 0.804 0.017 -0.918 3.131
C 2.742 1.752 -3.249 -1.038
P 3.946 0.761 -2.249 0.516
C 5.346 0.509 -3.405 0.262
C 6.598 0.986 -3.017 -0.272
C 7.689 0.878 -3.875 -0.602
C 7.531 0.292 -5.121 -0.470
C 6.286 -0.187 -5.516 -0.672
C 5.199 -0.080 -4.662 -0.318
C 3.182 -0.893 -2.311 1.953
C 1.886 -1.199 -2.647 -2.664
C 1.409 -2.637 -2.637 -0.410
C 2.471 -3.733 -2.329 -0.094
C 3.840 -3.247 -1.996 -1.179
C 4.131 -1.951 -1.920 -1.468
C 1.992 2.614 -2.291 -0.348
C 2.094 3.947 -2.014 -1.142
C 1.361 4.196 -0.818 -0.979
C 0.837 3.001 -0.424 -0.473
C 0.101 2.580 0.794 -0.399
P 0.773 0.952 1.251 -0.725
C -0.158 0.420 2.699 1.579
C -0.056 1.201 3.849 -0.858
C -0.810 0.871 4.963 -0.812
C -1.655 -0.235 4.935 -0.568
C -1.743 -1.020 3.797 -1.009
C -0.995 -0.696 2.671 0.086
C 2.506 1.106 1.697 0.979
C 3.282 -0.055 1.668 -0.602
C 4.626 0.007 1.989 -0.625
C 5.202 1.228 2.322 -0.644
C 4.432 2.384 2.338 -0.754
C 3.081 2.329 2.026 -0.265
N 1.227 2.023 -1.313 0.358
H 3.306 2.326 -3.979 0.730
H 2.061 1.091 -3.788 0.274
H 6.709 1.447 -2.043 0.401
H 8.657 1.254 -3.569 0.405
H 8.378 0.208 -5.791 0.391
H 6.166 -0.642 -6.492 0.412
H 4.229 -0.454 -4.975 0.331
H 1.261 -0.482 -3.187 1.083
H 0.849 -2.850 -3.542 0.568
H 2.496 -4.559 -3.043 0.421
H 4.588 -4.002 -1.776 0.510
H 5.135 -1.631 -1.657 0.642
H 2.637 4.667 -2.610 0.501
H 1.210 5.143 -0.322 0.609
H 0.181 3.279 1.623 0.666
H -0.967 2.431 0.598 0.312
H 0.618 2.052 3.877 0.469
H -0.732 1.473 5.859 0.467
H -2.240 -0.485 5.812 0.431
H -2.389 -1.889 3.781 0.525
H -1.063 -1.308 1.784 -0.231
H 2.830 -1.003 1.390 0.499
H 5.228 -0.893 1.974 0.483
H 6.255 1.280 2.569 0.432
H 4.884 3.335 2.591 0.450
H 2.493 3.238 2.022 0.270
C -7.371 1.963 0.424 -1.590
C -6.707 0.592 0.648 1.436
C -7.212 -0.333 -0.471 -1.701
C -7.191 0.022 1.988 -1.777
C -5.137 0.647 0.612 2.174
O -4.612 -0.664 0.354 -0.857
C -4.458 1.070 1.938 0.202
C -4.781 2.386 2.688 -1.536
C -3.954 3.600 2.327 -0.142
C -2.765 3.855 3.007 0.017
C -1.982 4.962 2.709 -0.929
C -2.382 5.823 1.701 0.374
Cl -1.409 7.205 1.315 -0.216
C -3.566 5.604 1.017 -1.053
C -4.347 4.504 1.343 0.212
C -4.684 1.490 -0.599 -1.705
N -3.487 0.972 -1.266 1.122
C -2.361 0.469 -0.773 -0.534
N -1.503 0.235 -1.756 0.036
C -2.192 0.628 -2.866 -0.766
N -3.389 1.096 -2.611 -1.328
H -8.449 1.853 0.551 0.548
H -7.208 2.339 -0.589 0.326
H -7.042 2.730 1.123 0.212
H -8.302 -0.270 -0.518 0.484
H -6.946 -1.376 -0.302 0.370
H -6.819 -0.049 -1.450 0.303
H -8.270 -0.135 1.944 0.540
H -6.988 0.691 2.826 0.262
H -6.737 -0.950 2.213 0.348
H -5.033 -1.285 0.959 0.700
H -3.375 1.051 1.753 -1.225
H -4.643 0.248 2.631 0.972
H -4.592 2.176 3.742 0.458
H -5.836 2.636 2.615 0.648
H -2.455 3.182 3.801 0.357
H -1.078 5.173 3.268 0.483
H -3.881 6.298 0.249 0.480
H -5.297 4.373 0.834 0.340
H -4.490 2.514 -0.292 0.281
H -5.439 1.501 -1.373 0.544
H -2.222 0.214 0.267 0.421
H -1.797 0.564 -3.869 0.495
S -0.805 -7.088 -0.999 -0.270
C 0.032 -5.695 -1.186 0.105
S -0.775 -4.260 -1.806 -0.207
C 0.631 -3.171 -1.408 0.022
N 1.733 -4.077 -1.074 0.619
N 1.326 -5.406 -0.872 0.002
C 2.319 -6.264 -0.293 0.314
C 2.415 -7.601 -0.652 -0.575
C 3.402 -8.390 -0.077 -0.727
C 4.296 -7.855 0.838 -0.407
C 4.205 -6.511 1.177 -0.814
C 3.220 -5.712 0.615 -0.014
S 0.142 -2.046 -0.081 -0.485
H 1.732 -8.020 -1.376 0.396
H 3.471 -9.434 -0.358 0.379
H 5.063 -8.478 1.281 0.396
H 4.901 -6.081 1.887 0.384
H 3.137 -4.666 0.880 0.570
```

=====

Entry 4:
C2H8N2O2 | the ωB97M-V functional and the def2-TZVPD basis

## Properties
Spin multiplicity: 1
SMILES string: NC=O.NCO
E_LUMO, eV: 0.65
Orbital gap, hartree: 0.3849
Highest occupied orbital energy, eV: -9.826
F_max, eV/Å: 0.69

```
14
Properties=species:S:1:pos:R:3:mulliken_charge:R:1
N -2.111 0.090 -0.120 -0.541
C -1.587 -0.465 1.064 0.106
O -0.933 -1.480 1.123 -0.516
H -2.249 -0.605 -0.848 0.290
H -1.476 0.762 -0.553 0.296
H -1.893 0.094 1.962 0.349
N 1.814 -0.661 -0.555 -0.609
C 1.806 0.750 -0.882 -0.180
O 0.609 1.377 -0.380 -0.507
H 0.871 -0.909 -0.249 0.238
H 2.390 -0.830 0.261 0.269
H 1.818 0.834 -1.969 0.211
H 2.653 1.270 -0.458 0.318
H 0.830 2.269 -0.097 0.277
```

=====

Entry 5:
C38H58BN5O6P | the ωB97M-V functional and the def2-TZVPD basis

## Properties
Total charge: +1
Spin multiplicity: 1
E_LUMO, eV: -2.49
Orbital gap, hartree: 0.3148
Highest occupied orbital energy, eV: -11.060
F_max, eV/Å: 2.16

```
109
Properties=species:S:1:pos:R:3:mulliken_charge:R:1
C -0.195 -2.630 -1.414 -2.021
C 0.211 -1.150 -1.611 -0.330
C 0.217 -0.221 -0.386 1.472
C 0.564 -1.088 0.822 -2.302
N -0.939 0.758 -0.139 1.986
C -0.633 1.375 1.210 -1.436
C 0.727 1.866 1.647 0.413
C 0.837 1.962 3.152 -1.915
N 1.749 2.217 0.989 -0.719
C -2.268 0.042 0.154 -2.168
C -3.278 -0.311 -0.939 0.787
C -2.968 -1.449 -1.937 -0.936
C -4.098 -1.698 -2.920 -0.443
O -4.109 -2.701 -3.548 -0.478
C -4.554 -0.848 -0.224 -1.539
B -4.862 -0.500 1.293 0.702
O -4.913 0.783 1.777 -0.600
O -5.094 -1.532 2.190 -0.627
N -3.490 0.882 -1.787 1.229
P -4.747 1.967 -1.451 0.425
O -4.786 3.198 -2.250 -0.754
C -2.213 1.339 -2.290 -1.375
O -2.373 2.367 -3.254 -0.147
N -3.136 1.841 -4.369 0.297
O -3.259 2.644 -5.180 -0.370
C -1.166 1.822 -1.238 2.998
C -1.847 3.092 -0.652 -2.113
C -0.974 4.169 0.020 -1.759
C -1.657 4.781 1.272 -0.492
C -1.508 6.292 1.287 -0.943
N -0.084 6.652 1.319 -0.589
C 0.065 2.346 -2.014 -2.025
C 0.828 1.535 -3.049 -0.664
C 2.111 1.082 -2.716 -0.055
C 2.889 0.354 -3.619 -1.100
C 2.416 0.078 -4.896 -0.643
C 1.149 0.542 -5.271 0.518
C 0.622 0.314 -6.658 -1.725
C 0.382 1.263 -4.344 -0.239
H -0.959 -2.787 -0.659 0.275
H 0.660 -3.225 -1.115 0.442
H -0.586 -3.031 -2.342 0.412
H 1.257 -1.224 -1.891 0.696
H -0.254 -0.781 -2.517 -0.217
H 1.089 0.402 -0.513 0.234
H -0.239 -1.726 1.171 0.442
H 0.913 -0.544 1.697 0.403
H 1.426 -1.678 0.534 0.427
H -1.322 2.180 1.461 1.075
H -0.935 0.645 1.954 0.982
H 1.629 1.281 3.449 0.468
H -0.070 1.657 3.665 0.385
H 1.143 2.966 3.418 0.468
H 1.559 2.140 -0.010 -0.281
H -2.090 -0.821 0.783 0.933
H -2.801 0.801 0.716 0.958
H -2.827 -2.398 -1.438 0.977
H -2.102 -1.295 -2.571 -0.228
H -4.867 -0.926 -3.062 0.424
H -4.556 -1.931 -0.248 0.235
H -5.445 -0.590 -0.794 0.682
H -4.624 0.817 2.696 0.302
H -6.021 -1.537 2.454 0.323
H -4.679 2.259 -0.076 -0.043
H -5.940 1.243 -1.599 0.116
H -1.715 0.560 -2.868 0.250
H -2.392 3.598 -1.442 0.593
H -2.624 2.810 0.057 -0.093
H 0.020 3.849 0.299 0.556
H -0.836 4.990 -0.679 1.119
H -1.153 4.392 2.157 0.187
H -2.714 4.526 1.258 0.260
H -1.954 6.665 0.360 0.343
H -2.022 6.741 2.129 0.531
H 0.030 7.604 1.639 0.261
H 0.308 6.621 0.389 0.207
H -0.304 3.224 -2.537 1.226
H 0.832 2.786 -1.389 1.181
H 2.543 1.285 -1.744 0.562
H 3.870 -0.003 -3.344 0.482
H 3.002 -0.460 -5.626 0.500
H 1.231 0.879 -7.361 0.382
H -0.384 0.704 -6.762 0.363
H 0.657 -0.732 -6.944 0.395
H -0.573 1.632 -4.681 0.477
C 4.161 -3.725 0.295 -0.230
C 3.995 -4.631 -0.744 -0.475
C 4.285 -5.973 -0.543 -0.429
C 4.731 -6.408 0.698 -0.440
C 4.891 -5.501 1.737 -0.458
C 4.610 -4.158 1.534 -0.522
H 3.940 -2.675 0.139 0.508
H 3.642 -4.292 -1.710 0.410
H 4.164 -6.680 -1.353 0.374
H 4.953 -7.455 0.855 0.379
H 5.237 -5.842 2.704 0.435
H 4.739 -3.448 2.342 0.452
C 3.545 -1.675 6.202 -0.416
C 3.385 -2.591 5.171 -0.182
C 3.664 -3.934 5.385 -0.392
C 4.097 -4.362 6.632 -0.429
C 4.254 -3.447 7.663 -0.434
C 3.981 -2.103 7.448 -0.415
H 3.331 -0.627 6.035 0.354
H 3.042 -2.259 4.198 0.407
H 3.544 -4.647 4.579 0.410
H 4.312 -5.409 6.800 0.372
H 4.590 -3.781 8.636 0.366
H 4.109 -1.389 8.251 0.364
```

=====

Entry 6:
C4H5NO | the ωB97M-V functional and the def2-TZVPD basis

## Properties
Spin multiplicity: 1
E_LUMO, eV: 0.86
Orbital gap, hartree: 0.3209
Highest occupied orbital energy, eV: -7.871
F_max, eV/Å: 0.58

```
11
Properties=species:S:1:pos:R:3:mulliken_charge:R:1
C 0.553 -0.261 -0.934 -0.426
C -0.626 0.636 -0.870 0.035
O -1.632 0.296 -0.215 -0.475
C -1.016 -0.245 1.548 -0.070
N 0.220 -0.195 1.440 -0.265
C 1.049 0.053 0.469 -0.268
H 0.279 -1.315 -1.057 0.221
H 1.286 0.041 -1.684 0.261
H -0.534 1.670 -1.234 0.346
H -1.602 -1.095 1.883 0.248
H 2.038 0.445 0.672 0.394
```